10
Properties=species:S:1:pos:R:3:nbo_charge:R:1 method="wB97M-V/def2-TZVPD" homo_lumo_gap_ha=0.291 smiles="O=CN(C=S)C=S" e_tot_ev=-28365.361 lumo_energy_ev=-1.43
O 0.9487 -1.8133 0.1998 -0.472
C 0.9909 -0.7177 -0.3479 0.530
N 0.0861 0.3469 0.0390 -0.513
C -0.6423 0.3863 1.1886 -0.067
S -0.5625 -0.3667 2.6666 0.056
C -0.4130 0.9975 -1.0106 -0.008
S 0.1373 0.7338 -2.6547 -0.108
H 1.6663 -0.4428 -1.2263 0.195
H -1.2846 1.1475 1.0528 0.168
H -1.3848 1.5043 -0.8699 0.219